{
  "formula": "C5H8S3",
  "method": "the ωB97M-V functional and the def2-TZVPD basis",
  "gap_ha": 0.2565,
  "fmax_ev_per_a": 4.04,
  "spin_multiplicity": 1,
  "homo_ev": -8.78,
  "e_above_lowest_kcal_mol": 83.2,
  "species": ["C", "C", "C", "C", "C", "H", "H", "H", "H", "H", "H", "H", "H", "S", "S", "S"],
  "coordinates": [[-0.9724, 1.7126, 0.3895], [0.2211, 0.6389, -0.2744], [0.6121, 1.2140, -1.6069], [0.1735, -1.5727, 1.1106], [0.0162, -3.1036, 0.9615], [-1.5576, 1.0493, 1.1300], [-0.3147, 2.5453, 1.0516], [-1.7282, 2.2322, -0.5025], [1.1493, 0.6620, 0.2679], [1.3196, 2.1283, -1.6368], [-0.4312, 1.5845, -2.1185], [1.3904, 0.5963, -2.2032], [-0.0257, -3.7666, 1.8449], [-0.2285, -1.1045, -0.4478], [0.8134, -0.9552, 2.4821], [-0.4373, -3.8608, -0.4479]]
}